Record 1
C8H12N3 | ωB97M-V with the def2-TZVPD basis set

Each line ends with the Löwdin charge.
Element x y z (Å)
C: -1.390 1.740 1.043  0.022
C: -1.119 0.966 -0.275  -0.287
N: 0.157 1.254 -0.769  0.139
C: 1.184 0.559 -0.468  -0.238
N: 2.539 0.881 -0.528  0.103
C: 3.267 -0.049 0.165  -0.022
C: 2.446 -1.071 0.547  -0.025
C: 1.119 -0.804 0.165  -0.118
C: -0.134 -1.254 0.499  0.024
N: -1.290 -0.625 -0.155  -0.088
C: -1.950 -1.384 -1.290  0.053
H: -1.849 1.151 1.978  0.153
H: -1.937 2.570 0.802  0.056
H: -0.457 2.049 1.309  0.045
H: -1.707 1.322 -1.102  0.144
H: 2.681 1.874 -0.401  0.164
H: 4.298 -0.061 0.241  0.118
H: 2.817 -1.864 1.145  0.111
H: -0.213 -2.233 1.002  0.145
H: -2.063 -0.476 0.648  0.212
H: -1.294 -1.379 -2.091  0.086
H: -2.237 -2.349 -0.986  0.091
H: -2.866 -0.816 -1.478  0.114

Calculated values
- Total energy: -12951.7790 eV
- HOMO level: -12.1 eV
- F_max: 0.10003 hartree/bohr
- Energy relative to the best compared isomer or geometry (same formula, charge and spin): 3.032 eV
- SMILES string: C[C@H]1N=c2[nH]ccc2=C[N@@H+]1C
- Lowest unoccupied orbital energy: -4.322 eV
- Frontier orbital gap: 7.745 eV
- Charge: +1

Record 2
C5H10O | ωB97M-V with the def2-TZVPD basis set

Each line ends with the Löwdin charge.
Element x y z (Å)
C: 1.900 0.391 -0.912  -0.028
C: 0.620 0.225 -0.563  -0.204
C: -0.085 1.042 0.441  -0.302
C: -1.394 1.628 -0.032  -0.118
C: -1.382 0.616 1.069  -0.115
H: 2.512 1.143 -0.422  0.070
H: 2.350 -0.168 -1.726  0.062
H: 0.005 -0.523 -1.071  0.123
H: 0.560 1.673 1.049  0.142
H: -1.595 2.671 0.186  0.099
H: -1.726 1.298 -1.013  0.102
H: -1.751 -0.388 0.875  0.103
H: -1.576 0.970 2.079  0.103
O: 1.240 -1.623 1.022  -0.077
H: 1.824 -1.065 0.470  -0.001
H: 0.912 -2.281 0.399  0.042

Calculated values
- Total energy: -7392.7805 eV
- HOMO level: -9.1 eV
- F_max: 0.01607 hartree/bohr
- Energy relative to the best compared isomer or geometry (same formula, charge and spin): 1.985 eV
- SMILES string: C=CC1CC1.O
- Lowest unoccupied orbital energy: 1.061 eV
- Frontier orbital gap: 10.185 eV
- Charge: 0

Record 3
C2H7Cl2NSi | ωB97M-V with the def2-TZVPD basis set

Each line ends with the Löwdin charge.
Element x y z (Å)
H: -0.897 1.044 -0.749  -0.046
N: -1.423 0.437 -0.136  -0.250
Si: -0.847 -0.593 1.016  0.154
Cl: -2.133 -2.050 1.282  0.356
H: 0.037 -0.502 2.065  -0.093
C: 2.543 -0.035 0.154  -0.090
C: 1.900 0.020 -1.015  -0.098
H: 2.179 0.778 0.746  0.038
H: 3.162 -0.897 0.427  0.065
H: 1.995 -0.839 -1.685  0.062
H: 1.259 0.824 -1.218  0.015
Cl: -4.445 1.253 -0.595  0.170
H: -3.328 0.559 -0.293  -0.284

Calculated values
- Total energy: -36599.1380 eV
- HOMO level (spin up / spin down): -9.9 / -9.9 eV
- F_max: 0.09692 hartree/bohr
- Energy relative to the best compared isomer or geometry (same formula, charge and spin): 4.557 eV
- SMILES string: [H]/N=[SiH]/Cl.C=C.Cl
- Lowest unoccupied orbital energy (spin up / spin down): -0.516 / -0.516 eV
- Frontier orbital gap (spin up / spin down): 9.425 / 9.426 eV
- Charge: 0

Record 4
C6H10NOS2 | ωB97M-V with the def2-TZVPD basis set

Each line ends with the Löwdin charge.
Element x y z (Å)
C: 0.647 0.696 0.065  -0.500
C: -2.370 0.169 -0.069  -0.845
C: 1.694 -1.468 -0.476  -0.149
C: 0.212 -1.558 -0.861  -0.375
C: 1.659 -0.194 0.237  -0.334
C: -2.939 1.494 -0.438  -0.126
N: 2.559 0.091 1.296  0.120
O: 0.232 1.933 0.563  0.003
S: -2.536 -1.032 0.831  0.958
S: -0.465 0.100 -1.172  1.127
H: 1.927 -2.468 -0.105  0.144
H: 2.337 -1.311 -1.353  0.141
H: 0.201 -2.119 -1.743  0.070
H: -0.311 -2.082 0.036  0.094
H: -4.034 1.296 -0.605  0.120
H: -2.369 2.053 -1.218  0.093
H: -2.801 2.043 0.514  0.109
H: 3.127 -0.697 1.561  0.099
H: 2.168 0.688 2.048  0.117
H: 1.060 2.367 0.889  0.136

Calculated values
- Total energy: -31582.8171 eV
- HOMO level: -11.7 eV
- F_max: 0.10724 hartree/bohr
- Energy relative to the best compared isomer or geometry (same formula, charge and spin): 1.755 eV
- Lowest unoccupied orbital energy: -4.451 eV
- Frontier orbital gap: 7.292 eV
- Charge: +1